1.
A 25-piece molecular cluster, C73H212N16O25 overall at a distorted geometry. Source: OMol25; level of theory: ωB97M-V/def2-TZVPD.

Properties
**2S+1**: 1
**Molar mass**: 1714.59 Da
**LUMO level**: 0.3 eV
**Frontier orbital gap**: 8.932 eV
**Highest occupied orbital energy**: -0.31747 hartree
**Electronic energy**: -5664.88494 Ha

```
326
Properties=species:S:1:pos:R:3:lowdin_charge:R:1
C -0.98 -6.09 4.08 -0.008
C 0.03 -6.07 2.85 -0.391
C 1.32 -6.75 3.22 -0.199
O 1.92 -6.11 4.39 -0.206
C 3.18 -6.69 4.65 -0.105
N -0.65 -6.54 1.62 0.063
H -1.75 -5.32 3.98 0.062
H -0.45 -5.89 5.02 0.067
H -1.51 -7.04 4.16 0.074
H 0.40 -5.06 2.68 0.101
H 1.97 -6.87 2.35 0.099
H 1.24 -7.82 3.43 0.122
H 3.63 -6.46 5.61 0.097
H 3.78 -6.46 3.76 0.080
H 3.04 -7.77 4.60 0.080
H -1.26 -7.22 2.06 0.065
H 0.00 -7.11 1.11 0.061
C 1.56 -1.97 -1.78 -0.070
C 1.40 -0.75 -0.88 -0.375
C -0.10 -0.16 -0.97 -0.086
O -0.18 1.07 -0.18 -0.183
C -1.45 1.36 0.23 -0.158
N 1.80 -1.27 0.42 0.063
H 1.30 -1.93 -2.84 0.073
H 1.26 -2.89 -1.28 0.057
H 2.61 -2.25 -1.88 0.069
H 2.14 0.00 -1.16 0.115
H -0.75 -0.95 -0.58 0.098
H -0.29 -0.04 -2.03 0.122
H -2.04 0.47 0.42 0.069
H -2.09 1.85 -0.50 0.064
H -1.47 1.85 1.21 0.092
H 1.80 -0.45 1.02 0.042
H 1.12 -1.93 0.76 0.049
C -9.57 4.32 -2.54 -0.042
C -8.56 3.54 -1.69 -0.433
C -8.80 2.03 -1.88 -0.205
O -10.14 1.71 -1.53 -0.184
C -10.43 0.38 -1.97 -0.095
N -7.26 3.96 -2.09 0.045
H -10.60 4.09 -2.25 0.075
H -9.48 4.21 -3.62 0.087
H -9.52 5.32 -2.09 0.085
H -8.82 3.76 -0.66 0.130
H -8.07 1.44 -1.31 0.090
H -8.68 1.91 -2.96 0.123
H -11.46 0.05 -1.80 0.089
H -9.77 -0.29 -1.43 0.076
H -10.18 0.34 -3.03 0.084
H -6.60 3.28 -1.74 0.052
H -7.17 3.93 -3.10 0.080
C 2.82 -5.67 -0.83 -0.031
C 4.15 -6.14 -0.26 -0.435
C 4.82 -7.38 -0.81 -0.146
O 3.91 -8.40 -1.30 -0.167
C 3.11 -8.96 -0.29 -0.126
N 5.04 -5.00 -0.10 0.070
H 1.99 -6.38 -0.78 0.074
H 2.99 -5.35 -1.85 0.072
H 2.55 -4.73 -0.35 0.062
H 3.91 -6.37 0.78 0.107
H 5.54 -7.76 -0.08 0.129
H 5.45 -7.04 -1.63 0.106
H 2.41 -9.62 -0.78 0.093
H 2.48 -8.30 0.31 0.053
H 3.76 -9.48 0.42 0.092
H 5.59 -5.27 0.71 0.075
H 4.46 -4.21 0.16 0.060
C 4.41 3.04 -2.26 -0.055
C 5.00 4.22 -1.47 -0.411
C 3.91 5.25 -1.00 -0.205
O 3.46 6.01 -2.14 -0.178
C 2.70 7.17 -1.64 -0.089
N 5.76 3.78 -0.31 0.036
H 4.01 3.40 -3.21 0.063
H 3.55 2.65 -1.72 0.070
H 5.24 2.36 -2.48 0.063
H 5.78 4.78 -1.97 0.132
H 4.43 5.83 -0.24 0.118
H 3.15 4.71 -0.44 0.099
H 3.28 8.05 -1.35 0.080
H 2.09 6.96 -0.77 0.075
H 2.05 7.44 -2.48 0.082
H 6.10 2.85 -0.49 0.015
H 5.16 3.55 0.48 0.057
C 6.42 -0.25 -1.28 -0.050
C 6.16 0.12 0.17 -0.411
C 7.21 1.00 0.95 -0.147
O 6.61 1.04 2.29 -0.195
C 7.60 1.53 3.16 -0.136
N 4.79 0.64 0.22 0.070
H 6.48 0.71 -1.78 0.052
H 5.61 -0.62 -1.91 0.076
H 7.36 -0.80 -1.39 0.083
H 6.12 -0.79 0.76 0.111
H 7.35 1.97 0.47 0.096
H 8.23 0.62 0.86 0.123
H 7.03 1.61 4.09 0.081
H 7.98 2.50 2.88 0.095
H 8.36 0.77 3.35 0.088
H 4.54 0.42 1.17 0.059
H 4.16 0.10 -0.36 0.045
C -3.18 6.31 3.25 -0.069
C -2.42 7.32 2.36 -0.475
C -2.09 8.60 3.16 -0.158
O -1.27 9.48 2.31 -0.182
C -0.41 10.20 3.25 -0.125
N -1.29 6.61 1.92 0.047
H -4.13 6.81 3.44 0.060
H -2.56 6.10 4.13 0.089
H -3.39 5.45 2.62 0.062
H -3.04 7.63 1.52 0.119
H -1.46 8.25 3.98 0.120
H -3.04 9.10 3.32 0.130
H -0.85 10.47 4.21 0.081
H 0.14 11.03 2.81 0.079
H 0.46 9.64 3.58 0.077
H -1.43 6.15 1.03 0.035
H -0.64 7.31 1.58 0.066
C 0.17 4.45 -2.38 -0.031
C -1.37 4.69 -2.07 -0.358
C -2.23 3.68 -2.84 -0.210
O -3.56 4.12 -2.75 -0.175
C -4.45 3.23 -3.43 -0.088
N -1.54 4.55 -0.62 0.065
H 0.48 3.52 -1.91 0.066
H 0.85 5.23 -2.04 0.048
H 0.35 4.37 -3.45 0.071
H -1.61 5.71 -2.36 0.141
H -2.17 2.68 -2.41 0.106
H -1.93 3.50 -3.88 0.124
H -4.19 3.05 -4.47 0.093
H -5.41 3.73 -3.54 0.068
H -4.51 2.23 -3.00 0.058
H -2.55 4.53 -0.60 0.039
H -1.27 3.65 -0.26 0.039
C 2.54 1.33 -4.62 -0.076
C 1.83 0.68 -5.81 -0.377
C 2.36 1.29 -7.19 -0.220
O 3.48 0.62 -7.71 -0.189
C 4.06 1.46 -8.82 -0.051
N 2.23 -0.72 -5.84 0.035
H 2.47 0.82 -3.66 0.058
H 2.12 2.32 -4.41 0.064
H 3.62 1.35 -4.78 0.081
H 0.75 0.70 -5.68 0.131
H 2.43 2.36 -7.01 0.118
H 1.54 1.15 -7.89 0.093
H 3.29 1.67 -9.56 0.071
H 4.90 0.88 -9.21 0.085
H 4.52 2.44 -8.67 0.080
H 3.21 -0.81 -6.08 0.064
H 1.86 -1.21 -6.64 0.001
C -6.38 -0.52 0.46 -0.027
C -5.45 -0.04 -0.68 -0.426
C -5.85 -0.51 -2.06 -0.115
O -4.80 -0.25 -3.12 -0.206
C -3.91 -1.32 -3.31 -0.120
N -5.23 1.41 -0.64 0.089
H -6.48 -1.61 0.38 0.079
H -7.39 -0.14 0.27 0.060
H -6.15 -0.18 1.47 0.068
H -4.48 -0.45 -0.41 0.117
H -6.79 -0.01 -2.29 0.108
H -5.99 -1.59 -2.08 0.118
H -3.24 -0.97 -4.09 0.102
H -4.53 -2.19 -3.50 0.077
H -3.43 -1.60 -2.37 0.054
H -4.39 1.64 -1.14 0.049
H -4.94 1.53 0.32 0.040
C -2.37 -3.51 -0.47 -0.060
C -2.07 -2.99 0.93 -0.422
C -3.18 -3.44 1.93 -0.148
O -2.91 -2.70 3.08 -0.219
C -3.31 -1.32 3.18 -0.053
N -0.74 -3.48 1.11 0.070
H -1.51 -3.29 -1.10 0.074
H -3.25 -2.94 -0.77 0.054
H -2.65 -4.56 -0.50 0.087
H -2.14 -1.90 0.90 0.099
H -3.31 -4.52 1.99 0.128
H -4.18 -3.12 1.61 0.118
H -4.34 -1.00 3.01 0.086
H -2.72 -0.84 2.39 0.067
H -3.06 -0.84 4.12 0.100
H -0.36 -3.35 2.03 0.033
H -0.94 -4.47 1.10 0.033
C 0.33 3.28 5.96 -0.043
C -0.06 2.88 7.42 -0.444
C -0.57 1.45 7.45 -0.178
O -1.82 1.10 6.80 -0.178
C -2.94 1.31 7.59 -0.155
N 1.10 3.04 8.24 0.064
H 1.24 2.82 5.59 0.055
H 0.53 4.34 5.80 0.073
H -0.50 3.06 5.30 0.063
H -0.93 3.46 7.70 0.132
H -0.62 1.27 8.52 0.119
H 0.19 0.81 6.99 0.108
H -3.11 0.48 8.27 0.093
H -3.88 1.37 7.05 0.069
H -3.04 2.32 7.99 0.086
H 1.91 2.51 7.98 0.025
H 0.79 2.60 9.10 0.069
C -6.04 5.42 4.45 -0.073
C -7.21 4.45 4.54 -0.408
C -6.83 3.09 4.01 -0.189
O -6.26 3.09 2.71 -0.221
C -7.29 3.13 1.72 -0.070
N -7.69 4.47 5.95 0.039
H -6.42 6.40 4.75 0.088
H -5.56 5.43 3.47 0.045
H -5.20 5.16 5.09 0.082
H -8.00 4.79 3.87 0.133
H -7.59 2.32 4.15 0.132
H -6.04 2.75 4.69 0.119
H -7.97 2.28 1.81 0.096
H -6.79 2.98 0.76 0.066
H -7.88 4.04 1.65 0.097
H -7.78 5.45 6.20 0.059
H -6.98 4.22 6.62 0.063
C -3.52 -4.81 -4.99 -0.078
C -2.20 -4.21 -4.75 -0.484
C -1.12 -5.32 -4.56 -0.177
O 0.16 -4.73 -4.20 -0.156
C 1.17 -5.71 -4.25 -0.139
N -1.91 -3.31 -5.84 0.059
H -4.30 -4.07 -5.17 0.077
H -3.82 -5.43 -4.15 0.083
H -3.37 -5.47 -5.85 0.085
H -2.17 -3.69 -3.80 0.122
H -1.09 -5.84 -5.52 0.116
H -1.54 -6.10 -3.92 0.120
H 1.27 -6.15 -5.24 0.069
H 1.05 -6.61 -3.65 0.088
H 2.13 -5.24 -4.02 0.079
H -1.91 -3.83 -6.71 0.075
H -1.00 -2.87 -5.79 0.059
C 4.04 1.86 6.80 -0.053
C 3.17 0.63 6.37 -0.370
C 3.94 -0.30 5.47 -0.196
O 5.09 -0.79 6.17 -0.178
C 6.13 -1.41 5.43 -0.086
N 2.79 -0.10 7.62 0.054
H 3.66 2.52 7.58 0.055
H 4.39 2.44 5.94 0.074
H 4.98 1.63 7.31 0.073
H 2.23 0.98 5.94 0.103
H 4.22 0.12 4.51 0.122
H 3.30 -1.12 5.14 0.102
H 5.91 -2.33 4.91 0.077
H 6.95 -1.62 6.12 0.088
H 6.66 -0.70 4.80 0.068
H 3.62 -0.37 8.13 0.065
H 2.41 -0.97 7.29 0.023
C 0.02 -1.39 -8.37 -0.055
C 0.87 -2.34 -9.20 -0.416
C 1.17 -1.86 -10.58 -0.187
O 2.02 -0.68 -10.55 -0.205
C 2.60 -0.44 -11.80 -0.113
N 2.09 -2.45 -8.43 0.060
H 0.46 -0.40 -8.29 0.060
H -0.04 -1.72 -7.33 0.051
H -1.00 -1.44 -8.75 0.084
H 0.28 -3.25 -9.38 0.144
H 0.22 -1.72 -11.09 0.128
H 1.71 -2.69 -11.05 0.123
H 3.28 0.40 -11.72 0.081
H 1.74 -0.22 -12.43 0.091
H 3.16 -1.30 -12.14 0.088
H 2.57 -3.28 -8.74 0.059
H 2.70 -1.66 -8.62 0.072
C 0.18 -0.98 3.48 -0.100
O -0.46 -2.25 3.73 -0.164
H -0.11 -0.50 4.42 0.087
H 1.26 -0.97 3.36 0.066
H -0.32 -0.56 2.61 0.074
H -1.40 -2.22 3.51 0.003
C 7.56 -3.57 2.56 -0.150
O 6.22 -4.03 2.60 -0.136
H 8.21 -3.66 3.44 0.072
H 8.16 -4.22 1.92 0.069
H 7.66 -2.58 2.11 0.076
H 5.64 -3.29 2.40 0.011
C -3.42 2.46 3.46 -0.150
O -3.96 2.30 2.18 -0.146
H -3.71 3.38 3.96 0.063
H -3.63 1.64 4.15 0.074
H -2.37 2.64 3.23 0.078
H -4.92 2.38 2.28 -0.001
C -4.99 5.83 0.09 -0.116
O -6.31 5.95 -0.50 -0.149
H -5.08 5.13 0.92 0.057
H -4.26 5.44 -0.62 0.053
H -4.85 6.85 0.44 0.077
H -6.58 5.13 -0.91 -0.015
C 2.32 2.75 1.98 -0.174
O 1.77 1.51 2.04 -0.123
H 1.67 3.40 2.56 0.084
H 3.34 2.84 2.37 0.082
H 2.37 3.11 0.95 0.065
H 1.03 1.54 1.42 0.042
C 1.37 -3.62 6.91 -0.108
O 1.13 -2.29 6.43 -0.143
H 1.92 -4.17 6.15 0.055
H 2.02 -3.72 7.78 0.083
H 0.42 -4.13 7.05 0.077
H 0.73 -2.29 5.55 0.034
C 3.64 -5.01 -6.77 -0.142
O 3.70 -5.32 -8.17 -0.127
H 3.01 -5.67 -6.18 0.042
H 4.64 -5.12 -6.37 0.078
H 3.25 -4.00 -6.61 0.068
H 4.16 -6.16 -8.25 0.072
C 3.22 -3.37 2.92 -0.133
O 4.03 -2.64 2.06 -0.153
H 3.07 -4.29 2.34 0.074
H 3.65 -3.62 3.89 0.090
H 2.26 -2.87 3.05 0.067
H 3.47 -2.30 1.36 0.043
C 6.85 -4.84 -3.04 -0.195
O 7.42 -4.85 -1.78 -0.145
H 6.09 -4.07 -3.18 0.077
H 7.67 -4.69 -3.74 0.075
H 6.50 -5.85 -3.27 0.059
H 6.75 -4.72 -1.11 0.012
```


2.
A 11-piece molecular cluster, C73H89NO4P overall. Source: OMol25; level of theory: ωB97M-V/def2-TZVPD.

Properties
**Net charge**: +1
**2S+1**: 1
**Molar mass**: 1075.49 Da
**LUMO level**: -2.5 eV
**Frontier orbital gap**: 7.966 eV
**Highest occupied orbital energy**: -0.38571 hartree
**Electronic energy**: -3531.97861 Ha

```
168
Properties=species:S:1:pos:R:3:lowdin_charge:R:1
C 0.39 0.74 8.95 -0.061
C -0.60 1.29 7.95 -0.237
O 0.00 2.40 7.23 -0.206
P -0.25 2.63 5.68 0.443
O -1.52 2.09 5.17 -0.263
C 1.17 1.94 4.82 -0.193
C 1.01 2.11 3.30 -0.213
C 1.81 1.11 2.46 -0.136
C 1.23 -0.29 2.42 -0.236
C 2.07 -1.29 1.67 -0.144
O 1.51 -2.58 1.83 -0.125
C 0.30 -2.69 1.12 -0.159
C -0.77 -1.65 1.50 -0.186
C -1.69 -2.04 2.67 -0.157
C -1.53 -1.31 4.00 -0.079
N -0.11 -0.28 1.70 0.145
O 0.03 4.17 5.51 -0.209
C -0.78 5.19 6.17 -0.234
C -0.63 6.46 5.36 -0.064
H 1.25 1.40 9.02 0.081
H -0.05 0.66 9.94 0.077
H 0.75 -0.25 8.67 0.072
H -1.50 1.67 8.43 0.122
H -0.92 0.54 7.22 0.102
H 2.08 2.42 5.17 0.109
H 1.22 0.89 5.11 0.098
H 1.34 3.12 3.02 0.110
H -0.05 2.07 3.05 0.096
H 1.92 1.49 1.44 0.129
H 2.82 1.01 2.86 0.138
H 1.03 -0.69 3.41 0.139
H 2.07 -1.03 0.60 0.117
H 3.10 -1.30 2.02 0.149
H 0.51 -2.68 0.04 0.140
H -0.10 -3.67 1.37 0.108
H -1.38 -1.50 0.61 0.155
H -1.57 -3.11 2.83 0.106
H -2.72 -1.90 2.33 0.122
H -0.53 -1.42 4.42 0.068
H -1.77 -0.25 3.96 0.062
H -2.22 -1.74 4.72 0.092
H 0.07 0.11 0.77 0.188
H -0.77 0.35 2.16 0.161
H -0.41 5.30 7.19 0.121
H -1.81 4.85 6.21 0.120
H -1.42 7.17 5.61 0.084
H 0.33 6.93 5.52 0.083
H -0.72 6.22 4.30 0.065
C 0.07 -6.20 2.89 -0.088
C 0.27 -5.21 3.84 -0.108
C -0.41 -5.25 5.05 -0.097
C -1.28 -6.30 5.32 -0.087
C -1.48 -7.29 4.37 -0.081
C -0.80 -7.25 3.16 -0.089
H 0.61 -6.18 1.95 0.084
H 0.96 -4.40 3.64 0.092
H -0.24 -4.48 5.79 0.100
H -1.81 -6.34 6.26 0.104
H -2.16 -8.11 4.58 0.106
H -0.95 -8.04 2.43 0.098
C 2.12 8.48 1.18 -0.084
C 1.13 8.43 0.21 -0.087
C 0.22 7.38 0.21 -0.109
C 0.30 6.39 1.17 -0.104
C 1.30 6.44 2.14 -0.112
C 2.21 7.49 2.15 -0.089
H 2.83 9.30 1.18 0.105
H 1.06 9.21 -0.53 0.105
H -0.56 7.34 -0.54 0.094
H -0.41 5.57 1.17 0.100
H 1.35 5.67 2.90 0.082
H 2.98 7.54 2.90 0.103
C 3.68 -0.51 -1.50 -0.117
C 3.29 -0.12 -2.78 -0.101
C 3.52 1.18 -3.21 -0.096
C 4.13 2.10 -2.36 -0.081
C 4.51 1.71 -1.08 -0.088
C 4.29 0.41 -0.66 -0.113
H 3.51 -1.53 -1.18 0.099
H 2.83 -0.84 -3.45 0.108
H 3.22 1.48 -4.21 0.105
H 4.31 3.11 -2.70 0.108
H 5.00 2.42 -0.43 0.104
H 4.60 0.11 0.34 0.096
C 4.62 -6.52 -0.65 -0.088
C 4.10 -5.55 0.20 -0.089
C 2.74 -5.30 0.20 -0.104
C 1.90 -6.01 -0.65 -0.098
C 2.41 -6.98 -1.50 -0.081
C 3.78 -7.23 -1.50 -0.085
H 5.68 -6.72 -0.66 0.104
H 4.76 -5.00 0.86 0.101
H 2.31 -4.55 0.85 0.071
H 0.83 -5.82 -0.65 0.076
H 1.76 -7.53 -2.15 0.106
H 4.19 -7.98 -2.16 0.104
C -2.94 -7.78 -1.37 -0.089
C -3.34 -7.34 -2.63 -0.088
C -3.05 -6.04 -3.03 -0.086
C -2.36 -5.19 -2.19 -0.096
C -1.97 -5.63 -0.93 -0.115
C -2.25 -6.93 -0.53 -0.084
H -3.17 -8.79 -1.06 0.106
H -3.87 -8.01 -3.29 0.101
H -3.36 -5.70 -4.01 0.104
H -2.14 -4.18 -2.51 0.097
H -1.43 -4.97 -0.27 0.074
H -1.94 -7.27 0.45 0.081
C 6.36 -2.74 -5.59 -0.092
C 5.90 -1.63 -4.90 -0.095
C 6.11 -0.36 -5.42 -0.095
C 6.77 -0.20 -6.63 -0.108
C 7.22 -1.32 -7.32 -0.087
C 7.01 -2.59 -6.80 -0.091
H 6.19 -3.73 -5.18 0.101
H 5.39 -1.75 -3.95 0.085
H 5.77 0.51 -4.87 0.089
H 6.94 0.79 -7.03 0.097
H 7.73 -1.20 -8.27 0.103
H 7.36 -3.46 -7.34 0.102
C -5.14 9.74 1.66 -0.101
C -4.10 8.94 2.11 -0.104
C -2.90 8.90 1.40 -0.098
C -2.76 9.67 0.25 -0.108
C -3.80 10.46 -0.20 -0.088
C -5.00 10.50 0.51 -0.091
H -6.07 9.77 2.21 0.103
H -4.21 8.35 3.01 0.101
H -2.09 8.28 1.74 0.089
H -1.82 9.65 -0.30 0.091
H -3.68 11.06 -1.09 0.106
H -5.81 11.12 0.16 0.105
C -7.49 -11.34 -1.11 -0.093
C -7.18 -11.10 0.22 -0.095
C -6.55 -9.91 0.58 -0.097
C -6.23 -8.98 -0.40 -0.108
C -6.53 -9.22 -1.73 -0.102
C -7.16 -10.41 -2.09 -0.092
H -7.98 -12.27 -1.39 0.102
H -7.44 -11.83 0.97 0.101
H -6.32 -9.72 1.62 0.099
H -5.73 -8.05 -0.12 0.095
H -6.28 -8.49 -2.48 0.092
H -7.41 -10.60 -3.12 0.102
C 2.61 3.34 -9.33 -0.098
C 3.40 3.69 -10.41 -0.095
C 4.66 3.12 -10.56 -0.093
C 5.13 2.22 -9.62 -0.093
C 4.33 1.87 -8.53 -0.095
C 3.07 2.44 -8.39 -0.100
H 1.62 3.78 -9.22 0.099
H 3.04 4.39 -11.15 0.101
H 5.28 3.39 -11.40 0.102
H 6.11 1.77 -9.73 0.099
H 4.70 1.16 -7.80 0.076
H 2.45 2.17 -7.54 0.094
C -3.92 6.95 -1.89 -0.090
C -4.08 6.15 -3.01 -0.099
C -5.27 5.47 -3.22 -0.102
C -6.31 5.60 -2.31 -0.098
C -6.16 6.41 -1.19 -0.086
C -4.96 7.09 -0.98 -0.078
H -3.00 7.49 -1.72 0.083
H -3.27 6.05 -3.72 0.098
H -5.39 4.85 -4.10 0.099
H -7.24 5.08 -2.48 0.100
H -6.97 6.52 -0.49 0.102
H -4.84 7.72 -0.11 0.069
```


The highest frontier orbital gap belongs to which entry?
C73H212N16O25